Entry 1:
A cluster of 2 separate species, C3H2FNO in total at a distorted geometry, computed with wB97M-V/def2-TZVPD.

Last column: natural (NBO) charge in e.
CARTESIAN COORDINATES (ANGSTROEM)
C -1.288 -1.272 -0.416  -0.096
N -1.748 -0.376 0.184  0.221
O -2.501 0.363 0.702  -0.353
H -0.471 -1.324 -1.070  0.229
C 1.151 1.220 0.139  -0.393
C 1.712 0.171 0.203  0.413
F 2.371 -0.907 0.414  -0.257
H 0.773 2.125 -0.157  0.237

- Spin multiplicity: 1
- Total charge: 0
- SMILES string: C#[N+][O-].C#CF

Entry 2:
The ion C3H2FO3 with charge -1 at a distorted geometry, computed with wB97M-V/def2-TZVPD.

Last column: natural (NBO) charge in e.
CARTESIAN COORDINATES (ANGSTROEM)
C -2.978 -0.676 -0.042  0.626
C 0.081 0.242 0.217  -0.224
C -2.242 0.598 -0.076  0.516
O -4.222 -0.625 0.042  -0.726
O -2.209 -1.690 -0.015  -0.774
O -1.016 0.927 0.076  -0.385
F -3.128 1.723 0.005  -0.373
H 0.084 -0.820 0.144  0.201
H 1.012 0.959 0.506  0.138

- Spin multiplicity: 1
- Total charge: -1

Energy relative to the best compared isomer or geometry (same formula, charge and spin) across the listed records, respectively: 533.1; 413.0 kJ/mol.
Calculated total energy across the listed records, respectively: -345.1490; -441.0382 hartree.